1.
{
  "formula": "C34H41AsFeO7S2Te",
  "method": "wB97M-V/def2-TZVPD",
  "species": ["Fe", "C", "C", "C", "C", "C", "C", "C", "C", "C", "C", "C", "C", "H", "H", "H", "H", "H", "H", "H", "H", "H", "H", "H", "H", "H", "H", "H", "H", "H", "H", "O", "As", "O", "O", "C", "C", "C", "C", "C", "C", "S", "O", "O", "O", "H", "H", "H", "H", "H", "Te", "C", "C", "C", "C", "C", "C", "C", "C", "C", "C", "C", "C", "H", "H", "H", "H", "H", "H", "H", "H", "H", "H", "O", "S", "C", "C", "C", "C", "H", "H", "H", "H", "H", "H", "H", "H"],
  "coordinates": [[0.389, -0.703, -0.170], [0.025, -4.266, -1.892], [0.448, -2.854, -2.203], [1.755, -2.453, -1.887], [2.751, -3.448, -1.353], [2.155, -1.132, -2.134], [3.613, -0.765, -2.019], [1.203, -0.174, -2.540], [1.645, 1.253, -2.761], [-0.094, -0.597, -2.912], [-1.054, 0.412, -3.483], [-0.438, -1.951, -2.812], [-1.717, -2.480, -3.419], [0.733, -4.992, -2.292], [-0.956, -4.508, -2.286], [-0.009, -4.403, -0.808], [3.308, -3.901, -2.179], [2.267, -4.248, -0.802], [3.466, -2.977, -0.686], [3.913, -0.578, -0.988], [3.854, 0.114, -2.611], [4.226, -1.585, -2.389], [2.144, 1.354, -3.728], [2.353, 1.578, -1.999], [0.811, 1.949, -2.757], [-0.806, 0.634, -4.525], [-1.014, 1.352, -2.939], [-2.084, 0.070, -3.451], [-2.437, -2.831, -2.680], [-1.487, -3.340, -4.049], [-2.212, -1.748, -4.048], [-1.348, -0.363, 2.765], [-0.667, -1.990, 2.585], [-1.775, -3.005, 3.217], [-0.304, -2.134, 0.911], [0.994, -2.064, 3.552], [0.946, -2.898, 4.659], [2.077, -3.078, 5.452], [3.255, -2.430, 5.142], [3.322, -1.592, 4.033], [2.199, -1.417, 3.243], [2.377, -0.373, 1.836], [1.102, 0.402, 1.750], [3.558, 0.415, 1.996], [2.338, -1.233, 0.636], [-1.996, -0.466, 3.478], [0.016, -3.403, 4.891], [2.028, -3.728, 6.315], [4.130, -2.566, 5.762], [4.233, -1.067, 3.785], [-0.694, 2.066, 0.581], [-0.849, 3.344, -1.065], [0.170, 4.220, -1.426], [-0.010, 5.054, -2.518], [-1.197, 5.016, -3.241], [-2.216, 4.148, -2.873], [-2.043, 3.307, -1.783], [0.566, 3.368, 1.630], [1.953, 3.310, 1.570], [2.695, 4.244, 2.277], [2.057, 5.218, 3.034], [0.673, 5.264, 3.091], [-0.083, 4.335, 2.387], [1.091, 4.265, -0.859], [0.778, 5.738, -2.804], [-1.332, 5.675, -4.088], [-3.143, 4.128, -3.429], [-2.837, 2.625, -1.500], [2.461, 2.537, 1.011], [3.776, 4.200, 2.244], [2.642, 5.939, 3.588], [0.176, 6.018, 3.688], [-1.165, 4.378, 2.440], [-1.742, -0.285, -0.521], [-3.143, -0.815, -0.826], [-3.401, -2.418, -0.013], [-4.267, -2.194, 1.225], [-5.170, -1.008, 0.902], [-4.247, 0.053, 0.311], [-2.408, -2.826, 0.182], [-3.908, -3.032, -0.760], [-3.632, -1.989, 2.085], [-4.832, -3.095, 1.461], [-5.680, -0.620, 1.783], [-5.939, -1.284, 0.177], [-3.579, 0.477, 1.066], [-4.752, 0.847, -0.235]],
  "atomic_forces_ev_per_a": [[0.0, -0.4, 0.2], [0.0, 0.0, 0.0], [0.0, 0.0, 0.1], [0.0, 0.0, 0.0], [0.0, 0.0, 0.0], [0.1, 0.0, 0.0], [0.0, 0.0, 0.0], [0.1, 0.1, 0.1], [0.0, 0.0, 0.0], [0.0, 0.0, -0.1], [0.0, 0.1, 0.0], [-0.1, -0.1, 0.0], [0.0, 0.0, 0.0], [0.0, 0.0, 0.0], [0.0, 0.0, 0.0], [0.0, 0.0, 0.0], [0.0, 0.0, 0.0], [0.0, 0.0, 0.0], [0.0, 0.0, 0.0], [0.0, 0.0, 0.0], [0.0, 0.0, 0.0], [0.0, 0.0, 0.0], [0.0, 0.0, 0.0], [0.0, 0.0, 0.0], [0.0, 0.0, 0.0], [0.0, 0.0, 0.0], [0.0, -0.1, 0.0], [0.0, 0.0, 0.0], [0.0, 0.0, 0.1], [0.0, 0.0, 0.0], [0.0, 0.0, 0.0], [-0.1, 0.0, 0.0], [0.1, -0.2, -0.6], [0.2, 0.1, -0.2], [-0.3, 0.2, 0.8], [0.2, 0.0, 0.0], [0.1, 0.0, 0.0], [-0.1, -0.1, 0.0], [0.1, 0.1, 0.0], [-0.1, -0.1, 0.1], [-0.1, -0.1, 0.1], [-0.4, 0.2, 0.0], [0.0, -0.3, -0.2], [0.0, 0.0, -0.1], [0.1, 0.0, -0.1], [0.0, 0.1, 0.0], [0.0, 0.0, 0.0], [0.0, 0.0, 0.0], [0.0, 0.0, 0.0], [0.0, 0.0, 0.0], [0.1, 0.2, 0.2], [-0.2, 0.0, 0.0], [0.0, 0.1, -0.1], [0.0, 0.0, 0.0], [0.0, 0.0, 0.0], [0.0, 0.0, 0.1], [0.0, 0.1, -0.1], [0.1, 0.0, 0.0], [0.0, 0.1, 0.0], [0.0, 0.0, 0.0], [0.0, 0.0, 0.0], [-0.1, 0.0, 0.0], [0.1, 0.1, 0.0], [0.0, 0.0, 0.0], [0.0, 0.0, 0.0], [0.0, 0.0, 0.0], [0.0, 0.0, 0.0], [0.0, 0.0, 0.0], [0.0, 0.0, 0.0], [0.0, 0.0, 0.0], [0.0, 0.0, 0.0], [0.0, 0.0, 0.0], [0.0, 0.0, 0.0], [0.0, 0.1, -0.1], [0.1, 0.0, -0.2], [0.1, -0.1, 0.0], [0.0, 0.0, -0.1], [0.0, 0.0, 0.0], [0.0, 0.1, 0.1], [0.0, 0.0, 0.0], [0.0, 0.0, 0.0], [0.0, 0.0, 0.0], [0.0, 0.0, 0.0], [0.0, 0.0, 0.0], [0.0, 0.0, 0.0], [0.0, 0.0, 0.0], [0.0, 0.0, 0.0]],
  "multiplicity": 6,
  "gap_ev": [9.4, 5.7],
  "charge": 1,
  "max_force_ha_per_bohr": 0.0170,
  "e_above_lowest_ev": 1.021,
  "s2": 8.775,
  "lumo_ev": [-1.951, -5.405],
  "energy_ev": -174439.8627
}



2.
{
  "formula": "C34H41ClO2P2RuS2Si2",
  "method": "wB97M-V/def2-TZVPD",
  "species": ["Ru", "S", "P", "C", "P", "S", "C", "C", "C", "C", "C", "C", "C", "C", "C", "C", "C", "C", "C", "C", "C", "C", "C", "C", "C", "C", "C", "C", "C", "C", "H", "H", "H", "H", "H", "H", "H", "H", "H", "H", "H", "H", "H", "H", "H", "H", "H", "H", "H", "H", "C", "Si", "C", "C", "C", "Si", "C", "C", "C", "H", "H", "H", "H", "H", "H", "H", "H", "H", "H", "H", "H", "H", "H", "H", "H", "H", "H", "H", "Cl", "C", "C", "O", "O", "H", "H"],
  "coordinates": [[-0.035, -0.565, -0.532], [1.637, 0.576, -1.951], [0.572, 2.070, -1.139], [-0.618, 1.314, -0.176], [-2.301, 1.052, -0.224], [-2.473, -0.952, -0.148], [-3.155, 1.824, 1.182], [-4.412, 1.373, 1.572], [-5.060, 1.971, 2.641], [-4.456, 3.021, 3.323], [-3.202, 3.471, 2.937], [-2.551, 2.870, 1.867], [-3.176, 1.752, -1.658], [-3.317, 0.967, -2.801], [-3.953, 1.487, -3.919], [-4.432, 2.789, -3.909], [-4.269, 3.580, -2.779], [-3.648, 3.062, -1.653], [1.671, 3.082, -0.108], [1.494, 3.115, 1.269], [2.379, 3.828, 2.068], [3.439, 4.509, 1.490], [3.620, 4.475, 0.112], [2.741, 3.760, -0.685], [-0.081, 3.241, -2.360], [-0.488, 2.748, -3.598], [-1.073, 3.602, -4.520], [-1.255, 4.944, -4.212], [-0.860, 5.434, -2.975], [-0.276, 4.584, -2.047], [-4.865, 0.537, 1.051], [-6.034, 1.613, 2.951], [-4.962, 3.483, 4.162], [-2.726, 4.283, 3.472], [-1.563, 3.196, 1.562], [-2.905, -0.035, -2.819], [-4.058, 0.871, -4.804], [-4.924, 3.194, -4.785], [-4.627, 4.603, -2.772], [-3.537, 3.679, -0.768], [0.674, 2.553, 1.701], [2.244, 3.840, 3.143], [4.133, 5.061, 2.112], [4.454, 4.998, -0.339], [2.893, 3.712, -1.758], [-0.351, 1.694, -3.821], [-1.397, 3.215, -5.478], [-1.713, 5.607, -4.936], [-1.007, 6.479, -2.731], [0.037, 4.967, -1.083], [3.791, -2.137, 2.252], [2.870, -1.216, 0.863], [3.115, -2.357, -0.623], [3.925, 0.347, 0.704], [1.075, -0.846, 1.229], [0.059, -2.017, 2.273], [-1.336, -1.068, 3.128], [-0.526, -3.522, 1.290], [0.920, -2.856, 3.751], [4.846, -2.187, 1.960], [3.442, -3.161, 2.387], [3.740, -1.629, 3.219], [4.129, -2.216, -1.012], [2.405, -2.210, -1.436], [3.038, -3.398, -0.296], [4.960, 0.053, 0.501], [3.919, 0.902, 1.649], [3.597, 1.014, -0.088], [1.082, 0.097, 1.796], [-1.724, -0.254, 2.517], [-0.950, -0.645, 4.061], [-2.174, -1.723, 3.382], [-0.964, -3.316, 0.316], [-1.255, -4.071, 1.896], [0.328, -4.190, 1.137], [1.378, -2.143, 4.442], [1.680, -3.579, 3.456], [0.146, -3.399, 4.305], [0.463, -4.713, -3.249], [-0.498, -3.400, -3.975], [-0.615, -2.121, -3.132], [-1.237, -1.202, -3.674], [-0.075, -2.133, -1.995], [-1.499, -3.785, -4.153], [-0.045, -3.148, -4.929]],
  "atomic_forces_ev_per_a": [[-0.3, 0.0, -0.6], [0.2, 0.0, 0.0], [-0.4, -0.1, 0.4], [0.0, 0.3, -0.4], [0.3, 0.1, 0.1], [0.0, 0.0, 0.2], [0.0, 0.1, 0.0], [0.0, 0.0, 0.0], [0.0, 0.0, 0.0], [0.0, 0.0, 0.0], [0.0, 0.0, 0.0], [0.0, 0.0, 0.0], [0.0, -0.1, 0.0], [0.0, 0.0, 0.0], [0.0, 0.0, 0.0], [0.0, 0.0, 0.0], [0.0, 0.0, 0.0], [0.0, 0.0, 0.0], [0.0, 0.0, 0.1], [0.0, 0.0, 0.0], [0.0, 0.0, 0.0], [0.0, 0.0, 0.0], [0.0, 0.0, 0.0], [0.0, 0.0, 0.0], [0.1, 0.0, -0.1], [0.0, 0.0, 0.0], [0.0, 0.0, 0.0], [0.0, 0.0, 0.0], [0.0, 0.0, 0.0], [0.0, 0.0, 0.0], [0.0, 0.0, 0.0], [0.0, 0.0, 0.0], [0.0, 0.0, 0.0], [0.0, 0.0, 0.0], [0.0, 0.0, 0.0], [0.0, 0.0, 0.0], [0.0, 0.0, 0.0], [0.0, 0.0, 0.0], [0.0, 0.0, 0.0], [0.0, 0.0, 0.0], [0.0, 0.0, 0.0], [0.0, 0.0, 0.0], [0.0, 0.0, 0.0], [0.0, 0.0, 0.0], [0.0, 0.0, 0.0], [0.0, 0.0, 0.0], [0.0, 0.0, 0.0], [0.0, 0.0, 0.0], [0.0, 0.0, 0.0], [0.0, 0.0, 0.0], [0.0, 0.0, 0.0], [0.2, -0.1, -0.1], [0.1, 0.1, 0.1], [-0.1, -0.1, 0.0], [0.1, -0.2, 0.2], [-0.1, -0.2, 0.0], [0.1, 0.0, 0.0], [0.0, 0.0, 0.2], [0.0, 0.1, 0.0], [0.0, 0.0, 0.0], [0.0, 0.0, 0.0], [0.0, 0.0, 0.0], [0.0, 0.0, 0.0], [0.0, 0.0, 0.0], [-0.1, 0.0, 0.0], [0.0, 0.0, 0.0], [0.0, 0.0, 0.0], [0.0, 0.0, 0.0], [0.0, 0.0, -0.1], [0.0, 0.0, 0.0], [0.0, 0.0, 0.0], [0.0, 0.0, 0.0], [0.0, 0.0, 0.0], [0.0, 0.0, 0.0], [0.0, 0.0, 0.0], [0.0, 0.0, 0.0], [0.0, 0.0, 0.0], [0.0, 0.0, 0.0], [0.0, -0.1, 0.0], [-0.1, 0.1, 0.0], [0.0, 0.1, -0.1], [0.0, 0.0, 0.0], [0.2, -0.2, 0.3], [0.0, 0.0, 0.0], [0.0, 0.0, 0.0]],
  "multiplicity": 2,
  "gap_ev": [6.6, 6.5],
  "charge": -1,
  "max_force_ha_per_bohr": 0.0136,
  "e_above_lowest_ev": 0.000,
  "s2": 0.757,
  "lumo_ev": [2.447, 2.446],
  "energy_ev": -111132.3358
}



Q: What is the multiplicity in the first record?
A: 6



Q: Which value of charge does entry 1 give?
A: +1



Q: Look up the charge of the first one.
A: +1



Q: Number 1 is which compound?
A: C34H41AsFeO7S2Te